Density functional theory data (ωB97M-V/def2-TZVPD) for C31H33ClN2O2PtSi2 as an isolated structure at a distorted geometry.

Cartesian coordinates (Å):
C: 1.11072 -0.79402 -0.69586
C: 0.32343 -1.98205 -0.88958
C: -1.00628 -1.60100 -1.13361
H: 0.73025 -2.98581 -0.93382
C: -1.11261 -0.14569 -0.98246
C: 0.26492 0.32404 -0.78751
H: 0.56917 1.35560 -0.91732
H: 2.20001 -0.75415 -0.59629
H: -1.83978 -2.20602 -1.48604
H: -1.88665 0.44679 -1.47478
Pt: -1.84777 -0.32905 1.11644
Si: -4.30434 -0.42953 1.05304
C: -2.69632 -2.18509 1.90144
C: -3.13492 -2.35006 3.21971
H: -3.54621 -1.51533 3.78418
C: -2.98195 -3.58178 3.86408
H: -3.24677 -3.69042 4.91448
C: -2.43903 -4.69434 3.20363
H: -2.24309 -5.64785 3.71740
C: -2.10624 -4.54954 1.85665
H: -1.63462 -5.35372 1.28820
C: -2.31274 -3.33097 1.20073
H: -2.06481 -3.22571 0.15321
C: -4.30025 -1.29388 -0.75894
C: -4.49722 -2.67105 -0.98740
H: -4.47234 -3.39116 -0.16371
C: -4.81957 -3.14633 -2.26601
H: -5.00955 -4.21692 -2.40479
C: -4.92418 -2.24401 -3.33488
H: -5.21200 -2.59553 -4.31958
C: -4.65424 -0.88397 -3.14241
H: -4.73398 -0.14146 -3.95544
C: -4.29213 -0.42728 -1.87113
H: -4.07252 0.63377 -1.76940
H: -2.26351 0.32375 2.55514
Si: -6.30423 -1.99283 1.36639
C: -7.56687 -1.81220 0.00825
C: -8.35701 -2.88771 -0.42187
H: -8.42676 -3.78662 0.19298
C: -9.00283 -2.78704 -1.65715
H: -9.61290 -3.60601 -2.00607
C: -8.84511 -1.63579 -2.43942
H: -9.31680 -1.59189 -3.41999
C: -8.09550 -0.54404 -1.98772
H: -7.95800 0.33308 -2.60686
C: -7.52287 -0.60202 -0.72840
H: -6.95951 0.24505 -0.33931
C: -6.44433 -3.53899 2.39199
C: -6.02155 -4.76356 1.82632
H: -5.71272 -4.79272 0.78253
C: -5.98415 -5.94223 2.57942
H: -5.64197 -6.86890 2.11283
C: -6.40035 -5.93851 3.91455
H: -6.39845 -6.86861 4.49065
C: -6.82586 -4.74198 4.50548
H: -7.13775 -4.74464 5.55261
C: -6.84497 -3.55214 3.75303
H: -7.16422 -2.62866 4.23092
H: -3.68931 -0.00122 2.47629
Cl: -4.72877 1.51349 0.49551
C: 1.54869 3.82723 1.41137
O: 0.16918 3.52005 1.09829
C: -0.27063 2.27604 1.28971
O: -1.36270 1.91556 0.78188
N: 0.50676 1.42330 2.00293
N: 0.02089 0.03902 2.04811
H: 2.25639 3.18755 0.85995
H: 1.74642 3.77102 2.48986
H: 1.66479 4.85672 1.07398
H: 1.50566 1.61357 2.13753
H: -0.10443 -0.17690 3.04276
H: 0.77168 -0.57812 1.69825

Forces on atoms 1 to 6 (eV/Å):
C -0.755 0.414 -0.368
C -0.235 0.499 -0.238
C 0.729 0.743 0.202
H -0.166 0.068 0.116
C 1.383 -0.787 -1.030
C -0.292 -1.116 -0.835

multiplicity: 3
LUMO level (spin up / spin down): -0.39 / -1.78 eV
relative energy (zero: lowest compared OMol25 entry of this formula, charge and spin): 3.075 eV
DFT total energy: -2619.31794 Eh

Atom charges from the Mulliken analysis, given in e for atoms 1 to 8: -1.005, -1.042, -0.726, 0.447, -0.441, -0.628, 0.587, 0.430